This record from the OMol25 dataset describes a cluster of 9 separate species, C25H64Cl4O6S6 in total in a non-equilibrium geometry. The level of theory is ωB97M-V/def2-TZVPD.

The geometry in XYZ format:
```
105
Properties=species:S:1:pos:R:3:lowdin_charge:R:1
C 3.76716 3.66117 0.30808 -0.24
S 2.15537 2.85822 0.34429 0.79
O 1.30766 3.64145 1.28827 -0.55
C 2.67096 1.41294 1.26798 -0.26
H 3.70075 4.51842 -0.35863 0.05
H 4.49476 2.95048 -0.08185 0.02
H 3.98604 3.98735 1.32317 0.06
H 2.96149 1.76614 2.25864 0.07
H 3.49511 0.86291 0.81794 0.05
H 1.78232 0.80088 1.35701 -0.02
C -2.83117 1.98867 1.84105 -0.28
S -2.34920 1.53643 3.50253 0.83
O -2.26610 0.05078 3.50227 -0.57
C -0.63855 2.11504 3.37942 -0.24
H -2.78841 3.06909 1.68895 0.03
H -3.84378 1.64196 1.64019 0.05
H -2.15277 1.50418 1.14357 -0.02
H -0.52076 3.02090 2.78831 0.03
H -0.09500 1.28973 2.91297 0.03
H -0.26595 2.24056 4.39363 0.05
C -4.59488 -4.24516 0.60106 -0.26
S -4.20043 -3.77282 2.27835 0.83
O -2.74168 -4.00532 2.43154 -0.55
C -4.43295 -2.01962 2.08312 -0.28
H -4.13922 -3.57769 -0.13128 0.05
H -5.67210 -4.30632 0.44806 0.06
H -4.16969 -5.24202 0.48291 0.04
H -3.72141 -1.63460 1.35320 0.02
H -4.18987 -1.58144 3.05014 0.04
H -5.45711 -1.80504 1.78102 0.06
C 0.16402 -2.24040 2.75454 -0.30
S 1.65877 -2.25032 3.70086 0.80
O 2.39220 -1.01173 3.31999 -0.56
C 0.85863 -1.91830 5.26769 -0.25
H -0.52972 -3.01262 3.09626 0.05
H 0.38399 -2.43429 1.70537 0.01
H -0.31919 -1.26538 2.84395 0.01
H 1.61233 -1.97840 6.04702 0.05
H 0.08126 -2.66929 5.41143 0.06
H 0.39738 -0.93300 5.21401 0.05
C 1.37471 -2.53506 -7.73245 -0.27
S 0.50232 -0.96769 -7.59140 0.79
O -0.91033 -1.25362 -7.85583 -0.54
C 0.60613 -0.84244 -5.81222 -0.30
H 0.70495 -3.28858 -7.31234 0.06
H 2.27876 -2.51714 -7.12606 0.05
H 1.56498 -2.74085 -8.78085 0.05
H 0.19531 0.13319 -5.55091 0.02
H 1.59895 -0.93304 -5.37495 0.05
H -0.07507 -1.59370 -5.40783 0.06
C 1.43323 -6.04966 1.47584 -0.25
S 0.43190 -6.65353 0.09975 0.80
O -0.00329 -8.02144 0.47976 -0.55
C -0.96260 -5.57179 0.40800 -0.29
H 2.48598 -6.15995 1.22748 0.03
H 1.16230 -6.66506 2.33109 0.06
H 1.21845 -4.99557 1.65350 0.03
H -0.76941 -4.55597 0.07691 0.01
H -1.21077 -5.58782 1.46912 0.04
H -1.80758 -6.02258 -0.11241 0.05
C -1.18970 -0.58320 -1.28644 -1.98
Cl -0.30664 -0.11849 0.16873 0.64
Cl -2.89775 -0.21430 -1.01969 0.58
Cl -0.60868 0.40185 -2.64246 0.58
Cl -0.92708 -2.27670 -1.62585 0.61
C -4.58433 7.36833 1.32182 -0.12
C -4.33494 5.86665 1.28783 -0.28
C -3.51881 5.41852 0.08218 -0.23
C -2.01565 5.64255 0.27077 -0.22
C -1.16217 5.18072 -0.90778 -0.26
C -1.13001 3.66829 -1.01639 -0.14
H -3.63919 7.92162 1.33025 0.07
H -5.09205 7.66811 2.23993 0.07
H -5.14094 7.71168 0.44936 0.07
H -3.81741 5.59727 2.21442 0.10
H -5.30818 5.36870 1.31638 0.10
H -3.84907 5.93359 -0.82402 0.12
H -3.70025 4.34738 -0.05516 0.09
H -1.84168 6.71269 0.41266 0.11
H -1.67635 5.11332 1.16655 0.10
H -1.49480 5.64026 -1.84290 0.11
H -0.16031 5.58262 -0.72087 0.10
H -0.51121 3.25294 -1.81382 0.04
H -0.80423 3.22086 -0.07501 0.04
H -2.13625 3.31359 -1.26795 0.07
C 3.47489 -3.83964 -0.89277 -0.09
C 2.57472 -2.68354 -0.47341 -0.27
C 2.65106 -1.45944 -1.37384 -0.24
C 4.03424 -0.82805 -1.40030 -0.24
C 4.12251 0.53941 -2.05728 -0.27
C 5.47820 1.20196 -1.81969 -0.12
H 4.50717 -3.52661 -1.05222 0.07
H 3.11906 -4.27696 -1.82945 0.08
H 3.51691 -4.62664 -0.13983 0.05
H 1.53017 -3.01328 -0.42167 0.05
H 2.80521 -2.37167 0.55405 0.10
H 1.95776 -0.70078 -1.00396 0.04
H 2.33152 -1.72397 -2.38882 0.11
H 4.49215 -0.85192 -0.40232 0.12
H 4.71235 -1.49319 -1.95626 0.11
H 3.99551 0.42222 -3.13701 0.11
H 3.32532 1.19654 -1.68930 0.08
H 5.70432 1.26158 -0.75327 0.06
H 6.27292 0.63512 -2.30602 0.08
H 5.47245 2.20878 -2.24039 0.07
```

Results
E_tot: -154344.94773 eV
charge: 0

This record from the OMol25 dataset describes a cluster of 5 separate species, C25H64N6O9 in total in a non-equilibrium geometry. The level of theory is ωB97M-V/def2-TZVPD.

The geometry in XYZ format:
```
104
Properties=species:S:1:pos:R:3:lowdin_charge:R:1
C 1.59175 -2.46653 -2.47766 -0.28
O 1.06775 -1.41855 -2.16551 -0.16
C 0.08002 -0.92549 -3.04951 -0.16
C 0.59158 0.27500 -3.84217 -0.21
N -0.45820 0.93816 -4.64054 -0.02
C 0.22346 2.06902 -5.34766 -0.20
C -0.78368 2.87972 -6.16296 -0.25
O -0.30540 4.05456 -6.78566 -0.18
C -0.12952 5.17417 -5.85259 -0.08
H 0.86155 -3.23438 -2.64560 0.09
H 2.21507 -2.91144 -1.69524 0.11
H 2.11628 -2.35817 -3.34361 0.07
H -0.76423 -0.61468 -2.54770 0.08
H -0.20855 -1.72607 -3.80153 0.15
H 1.34360 -0.19580 -4.48892 0.12
H 1.09515 0.94093 -3.11029 0.12
H -1.02568 1.50592 -3.99852 0.08
H 1.09445 1.70051 -5.89150 0.12
H 0.61013 2.86237 -4.63393 0.10
H -1.73485 3.15288 -5.71792 0.11
H -1.10501 2.26580 -7.03208 0.13
H 0.56714 4.96898 -5.09066 0.05
H -1.01810 5.56912 -5.33905 0.08
H 0.18985 5.98099 -6.54106 0.10
C -1.33980 3.62861 -2.80984 -0.23
O -1.66633 2.51055 -2.31236 -0.17
C -1.29798 2.25103 -0.97064 -0.18
C -2.15249 1.26100 -0.26809 -0.19
N -1.55151 0.98422 1.04273 -0.06
C -2.20422 -0.06379 1.83154 -0.16
C -1.59423 -0.30371 3.22051 -0.25
O -2.42726 -0.98530 4.08305 -0.14
C -1.97407 -2.30470 4.15817 -0.11
H -1.77881 4.44521 -2.10957 0.13
H -1.72957 3.91656 -3.81439 0.09
H -0.25314 3.84485 -2.78588 0.10
H -1.31755 3.13087 -0.35977 0.10
H -0.25633 1.84280 -1.01212 0.13
H -2.10032 0.31936 -0.78700 0.11
H -3.17194 1.51933 -0.27496 0.12
H -1.74291 1.91912 1.46791 0.13
H -2.02319 -0.99650 1.31226 0.09
H -3.27535 0.07999 1.82260 0.12
H -1.29521 0.65545 3.73688 0.12
H -0.55677 -0.68730 3.10335 0.11
H -2.49004 -2.88973 4.90501 0.08
H -0.91276 -2.45051 4.44450 0.09
H -2.18708 -2.82244 3.17744 0.08
C 1.46830 -2.42726 2.14783 -0.26
O 0.31313 -2.87114 2.09195 -0.17
C -0.11910 -3.10092 0.73933 -0.14
C -1.36888 -3.96459 0.76724 -0.24
N -1.73614 -4.43431 -0.50148 -0.08
C -2.15288 -5.82484 -0.49724 -0.20
C -0.93015 -6.67543 -0.65096 -0.22
O -1.34287 -7.97369 -1.08576 -0.19
C -0.32718 -8.86821 -1.43526 -0.14
H 1.55750 -1.54427 1.57868 0.05
H 2.22170 -3.18823 1.79956 0.12
H 1.76977 -2.05019 3.15469 0.10
H 0.63609 -3.69768 0.22577 0.12
H -0.29463 -2.09997 0.23044 0.14
H -2.22901 -3.45199 1.24239 0.12
H -1.08106 -4.80897 1.36062 0.12
H -2.49063 -3.85443 -0.93448 0.14
H -2.78081 -5.88622 -1.36227 0.12
H -2.69435 -6.09388 0.40154 0.12
H -0.34610 -6.76364 0.28158 0.13
H -0.19704 -6.23380 -1.36249 0.13
H -0.75119 -9.80323 -1.87887 0.09
H 0.27204 -9.26775 -0.60989 0.08
H 0.39896 -8.47210 -2.18574 0.09
C 2.43983 4.71050 -0.27830 -0.23
O 1.37369 5.08467 0.27267 -0.13
C 0.68291 4.12296 1.04477 -0.19
C 1.12435 4.03711 2.50848 -0.16
N 0.33625 3.09839 3.34578 -0.05
C 0.72285 3.20681 4.74932 -0.19
C 0.66497 1.85908 5.37001 -0.23
O 1.65420 1.12613 4.71677 -0.23
C 2.05420 -0.02503 5.44602 -0.09
H 2.19495 4.00620 -1.06842 0.09
H 3.15031 4.34303 0.40598 0.08
H 2.99419 5.45307 -0.86361 0.10
H 0.85022 3.22523 0.48129 0.08
H -0.35579 4.27242 1.02371 0.10
H 0.85059 5.06380 2.88204 0.14
H 2.21183 3.89737 2.70051 0.13
H 0.59223 2.15020 3.10318 0.03
H 0.07584 3.83673 5.25512 0.10
H 1.74226 3.53907 4.84390 0.12
H -0.17416 1.24253 5.29996 0.10
H 0.84993 2.03655 6.39781 0.12
H 2.61498 0.28810 6.35819 0.10
H 2.85726 -0.58649 4.92581 0.09
H 1.18417 -0.66627 5.74101 0.10
N 1.95500 0.60866 -0.14901 0.18
C 2.33218 1.01849 1.03948 -0.76
N 1.32082 0.96575 1.87159 0.16
O 3.43927 1.45644 1.28543 0.04
H 2.58426 0.58885 -0.94098 0.12
H 1.09284 0.10899 -0.27303 0.07
H 1.61261 1.13178 2.80083 0.07
H 0.35978 0.86367 1.58706 0.07
```

Results
E_tot: -54320.59850 eV
charge: 0

This record from the OMol25 dataset describes a cluster of 11 separate species, C25H68N4O29S7 in total in a non-equilibrium geometry. The level of theory is ωB97M-V/def2-TZVPD.

The geometry in XYZ format:
```
133
Properties=species:S:1:pos:R:3:lowdin_charge:R:1
C -23.56996 3.29118 0.67345 -0.12
C -22.26859 4.00704 0.73851 -0.19
O -21.12116 3.22286 0.98709 -0.32
S -19.70990 3.63629 0.17653 0.80
C -19.87911 2.67314 -1.29204 -0.11
O -19.64560 5.06946 -0.19115 -0.26
O -18.63700 3.07561 1.04023 -0.28
H -24.28068 3.77955 0.00676 0.14
H -23.97117 3.08014 1.66471 0.02
H -23.37773 2.41996 0.04724 0.06
H -22.06051 4.50053 -0.21084 0.15
H -22.30974 4.76672 1.51909 0.04
H -20.19585 1.69484 -0.93051 -0.05
H -18.85141 2.46456 -1.58940 0.10
H -20.54254 3.18718 -1.98755 0.10
C -21.83892 -1.97006 4.74344 -0.04
C -20.98268 -2.04881 3.42525 -0.27
O -20.54849 -3.40249 3.24518 -0.26
S -21.68186 -4.53406 2.62915 0.77
C -21.38434 -4.20541 0.77534 -0.10
O -21.21955 -5.86417 3.02786 -0.29
O -23.03425 -4.03208 2.95287 -0.32
H -21.68378 -1.00559 5.22698 0.06
H -21.62956 -2.73581 5.49037 0.09
H -22.85467 -2.05907 4.35817 0.03
H -21.68486 -1.76050 2.64300 0.06
H -20.19260 -1.32725 3.63321 0.11
H -21.56995 -3.17652 0.46708 0.03
H -22.01951 -4.85873 0.17715 0.08
H -20.30625 -4.35756 0.72358 0.04
C -26.46514 6.25397 5.57881 -0.04
C -25.05173 5.60575 5.44707 -0.25
O -24.88303 4.86481 4.25630 -0.31
S -23.37443 4.49244 3.79415 0.84
C -23.17545 6.03425 2.71920 0.00
O -22.44988 4.57497 4.91004 -0.34
O -23.37170 3.37336 2.83904 -0.54
H -26.68267 6.55140 6.60464 0.09
H -27.24256 5.58642 5.20722 0.05
H -26.55921 7.17265 4.99978 0.08
H -24.41447 6.47385 5.61560 0.12
H -24.85944 5.04842 6.36386 0.13
H -24.12267 6.20140 2.20642 0.10
H -22.43725 5.71432 1.98381 0.02
H -22.85212 6.90769 3.28546 0.10
C -27.66434 3.19997 5.66740 -0.05
C -28.50937 3.00117 4.39699 -0.28
O -27.81109 2.32653 3.41209 -0.23
S -26.72655 3.04993 2.44562 0.80
C -25.20542 2.40410 3.31348 -0.07
O -26.92504 2.47719 1.14642 -0.31
O -26.75583 4.52472 2.62046 -0.29
H -28.36080 3.41536 6.47774 0.09
H -26.92269 3.96567 5.43993 0.02
H -27.25990 2.22032 5.92198 0.09
H -29.40956 2.42768 4.61803 0.13
H -28.78991 3.95846 3.95767 0.11
H -24.98898 3.16145 4.06693 0.05
H -24.38933 2.42233 2.59115 0.00
H -25.41619 1.38908 3.65025 0.11
C -21.59386 1.98228 5.66768 -0.04
C -20.68893 3.16126 6.13147 -0.28
O -20.98984 3.53142 7.41747 -0.23
S -20.46909 5.01270 7.92745 0.69
C -21.81572 6.01818 7.11210 -0.09
O -20.57758 5.05543 9.35842 -0.27
O -19.19302 5.39900 7.34907 -0.29
H -22.54428 2.17776 5.17111 0.05
H -21.85558 1.49868 6.60882 0.12
H -20.97016 1.31191 5.07631 0.07
H -19.62367 2.93996 6.19734 0.14
H -20.86580 3.88544 5.33625 0.05
H -22.76418 5.87759 7.63051 0.07
H -21.92414 5.74964 6.06127 0.02
H -21.47700 7.05417 7.10241 0.07
C -20.69161 4.22856 3.15170 -0.09
C -19.52007 4.98925 2.56716 -0.33
O -19.24969 5.99206 3.44145 -0.22
S -17.67286 6.48923 3.61943 0.74
C -17.20197 5.08453 4.67949 -0.09
O -16.99123 6.26156 2.33798 -0.30
O -17.56848 7.73741 4.41648 -0.30
H -20.93136 3.39152 2.49596 0.04
H -21.57706 4.83685 3.33627 0.02
H -20.32044 3.92462 4.13045 0.08
H -18.79880 4.25392 2.21054 0.07
H -19.78757 5.31489 1.56192 0.07
H -17.56473 5.34601 5.67354 0.04
H -16.13143 4.88529 4.72791 0.08
H -17.68426 4.21029 4.24222 0.03
C -19.41300 -3.39362 -1.27762 -0.07
C -19.97379 -2.07253 -1.82564 -0.24
O -21.01557 -1.48097 -1.02747 -0.24
S -20.68207 -0.17912 0.01270 0.83
C -22.17258 0.74007 -0.23281 -0.09
O -20.63027 -0.69491 1.37391 -0.36
O -19.48435 0.56083 -0.48136 -0.34
H -18.48969 -3.72435 -1.75325 0.09
H -20.15877 -4.18221 -1.17735 0.06
H -19.10841 -3.14491 -0.26102 0.08
H -19.06137 -1.48885 -1.94771 0.12
H -20.46624 -2.32603 -2.76443 0.13
H -22.28157 1.60703 0.41880 0.05
H -23.05487 0.15580 0.02853 0.10
H -22.21265 0.90599 -1.30936 0.12
C -25.40577 1.92906 -0.23692 -0.03
N -25.77828 0.64961 0.32582 -0.35
O -26.00281 -0.26731 -0.43657 0.08
O -25.92674 0.55120 1.56428 -0.02
H -25.09375 1.80315 -1.27368 0.13
H -24.50712 2.24002 0.29585 -0.02
H -26.22850 2.63022 -0.09692 0.08
C -19.19963 0.81944 2.02092 0.01
N -19.27724 1.78640 3.18912 -0.26
O -18.17076 2.20431 3.59638 0.10
O -20.35981 1.88754 3.69580 -0.16
H -19.84321 1.24822 1.25278 0.03
H -19.42407 -0.21213 2.29217 0.08
H -18.21980 0.66525 1.56896 0.12
C -24.60153 -1.68074 1.35860 0.01
N -25.26069 -2.02578 2.63442 -0.34
O -24.59156 -2.53304 3.51743 0.01
O -26.45461 -1.63515 2.74768 0.04
H -25.35777 -1.75683 0.57731 0.09
H -23.89464 -2.49007 1.17587 0.10
H -24.18702 -0.67486 1.42563 0.05
C -22.34540 1.64262 3.47670 -0.05
N -22.94748 0.72552 2.50279 -0.18
O -23.45097 1.19195 1.50030 -0.18
O -22.99628 -0.49926 2.78167 0.01
H -21.88135 2.46378 2.93039 0.10
H -21.59834 1.24943 4.16619 0.03
H -23.13262 1.96458 4.15841 0.10
```

Results
E_tot: -168161.12842 eV
charge: 0